# 1
Formula: C6H8CdIN2O2
Source: the Open Molecules 2025 dataset
Level of theory: ωB97M-V/def2-TZVPD

```
20
Properties=species:S:1:pos:R:3:forces:R:3
I -1.594745 1.828524 3.525394 0.0 0.0 0.0
Cd -0.424346 1.148708 1.154193 0.0 0.0 0.1
O -1.259422 2.397551 -2.759233 0.0 0.0 0.0
O -0.778816 2.436813 -0.565307 0.0 0.0 -0.1
N -1.911974 0.652278 -1.501134 0.0 0.0 0.0
N -1.613578 -0.160096 -0.386055 0.0 -0.1 0.0
C 0.918399 -1.974379 0.641652 0.0 0.0 0.0
C 1.828896 -0.099642 -0.285971 0.0 0.1 0.0
C 1.121124 -1.067508 1.674878 0.0 -0.1 0.1
C 1.360457 -1.376017 -0.568898 0.0 0.0 0.0
C -1.251950 1.920837 -1.629409 0.0 0.1 0.1
C 1.684253 0.129350 1.116271 0.0 0.0 0.0
H 0.930734 -1.238429 2.725246 0.0 0.0 0.0
H -2.457244 -0.603391 -0.047523 0.0 0.0 0.0
H 2.206717 0.890259 1.684293 0.0 0.0 0.0
H 1.328280 -1.831698 -1.549917 0.0 0.0 0.0
H -0.903932 -0.866798 -0.588029 0.0 0.0 0.0
H -1.899497 0.166440 -2.386431 0.0 0.0 0.0
H 0.486598 -2.960875 0.742819 0.0 0.0 0.0
H 2.230048 0.608074 -0.996839 0.0 0.0 0.0
```
Positions in Å, forces in eV/Å.

Electronic energy: -26095.38544 eV
Lowest unoccupied orbital energy: 3.025 eV
Net charge: -1
Gap between HOMO and LUMO: 7.925 eV
2S+1: 1

Results of the Mulliken charge analysis, in e, for atoms 1 through 5:
1. I -0.548
2. Cd 0.915
3. O -0.703
4. O -0.787
5. N -0.209

# 2
Formula: C51H119N3O24
Source: the Open Molecules 2025 dataset
Level of theory: ωB97M-V/def2-TZVPD

```
197
Properties=species:S:1:pos:R:3:forces:R:3
O 8.746460 -6.037430 14.043320 -0.8 0.4 -0.7
O 13.037720 -0.518190 11.430550 -1.4 -0.4 -0.3
O 7.869500 -11.488590 13.164280 -0.1 -0.9 -2.8
O 4.961490 -13.949170 15.274310 2.0 -0.8 -1.1
O 11.360010 -10.312000 15.587070 0.6 1.7 1.4
O 8.538810 -7.266670 9.145620 1.2 0.9 0.5
O 4.797890 -13.435480 7.919410 0.7 -1.2 0.9
O 6.603810 -4.181290 18.574720 0.2 -0.9 -0.2
O 11.982700 -10.729220 9.801470 0.5 -1.0 0.9
O 13.966580 -4.152210 16.305990 0.1 0.0 0.1
O 12.903370 -7.939330 14.042080 0.2 -0.2 -0.3
O 10.118940 -9.988180 19.465410 -1.1 -0.2 1.0
O 4.805980 -11.801110 19.425970 -1.2 -1.1 0.3
O 7.675000 -2.442020 12.327600 0.1 -0.1 0.3
O 3.676380 -11.442470 15.309610 2.2 -0.8 -2.2
O 6.257250 -14.108220 10.493150 -1.4 -0.4 1.1
O 3.391750 -8.240460 15.730550 0.4 1.2 -0.4
O 9.070370 -10.996280 8.964390 -0.7 1.1 -0.4
O 7.735830 -12.117050 18.871200 -1.4 1.7 0.1
O 7.974150 -1.426500 18.374760 -1.2 -0.4 0.3
O 7.247600 -8.488250 13.148080 1.7 -0.2 0.5
O 6.520370 -7.291880 18.163860 0.3 0.1 -0.2
O 8.061940 -16.524250 9.803560 2.1 0.5 -0.3
O 13.202420 -6.304310 11.291350 0.4 -0.1 0.4
N 11.536290 -2.154970 10.808320 -1.4 -0.1 0.5
N 5.517140 -3.140920 12.100790 0.3 -1.6 -1.5
N 12.691950 -2.458390 15.478200 0.0 -0.3 -0.7
C 8.959630 -10.416670 20.287530 1.3 -1.9 -0.4
C 11.269390 -8.861530 15.647850 -0.6 -0.4 -0.9
C 11.086510 -11.861060 9.998700 0.6 0.9 0.3
C 11.587740 -10.893180 14.355400 0.1 -0.4 -1.2
C 8.962290 -4.774630 14.676010 -0.8 -0.4 0.1
C 8.227210 -9.177570 13.985120 0.3 -0.6 -0.9
C 10.504380 -10.978690 18.524370 -0.4 -0.3 -0.1
C 6.852330 -11.088450 12.199980 0.6 -0.4 -0.4
C 8.304120 -8.610170 8.808130 -1.0 -0.7 -0.9
C 9.440430 -9.581060 9.056000 1.1 -0.7 1.2
C 4.436310 -13.444240 14.079340 -0.6 1.3 -0.2
C 2.665200 -10.605580 15.724470 -0.1 0.7 0.8
C 14.174690 -6.997040 12.162640 -1.8 2.0 1.5
C 11.879940 -6.877030 11.270540 1.0 0.0 -0.8
C 4.463810 -8.253230 14.791890 -0.6 -1.3 0.1
C 11.649430 -2.148960 14.532200 0.2 -0.5 -0.1
C 7.684080 -2.236240 19.543560 1.6 -0.5 -0.7
C 10.396320 -1.343490 11.138450 0.0 0.9 -0.9
C 9.412080 -6.567170 8.258760 -0.1 -0.5 -0.2
C 7.897040 -10.688280 14.252480 -2.1 2.7 1.5
C 7.817180 -7.449730 12.322550 -2.6 -0.5 -0.3
C 5.709280 -6.307430 17.582550 -0.2 -0.2 1.2
C 7.803710 -6.079180 12.925140 1.3 0.3 0.4
C 3.505560 -12.290420 19.857150 0.8 0.8 0.7
C 6.207320 -14.649750 15.009750 -0.2 -0.5 1.2
C 7.887560 -6.942100 18.165510 0.5 -1.1 0.5
C 6.700680 -12.090500 17.855560 -0.3 -1.6 -0.1
C 5.221080 -12.536100 18.275500 1.4 0.5 0.1
C 5.687310 -12.634830 8.678230 -0.3 -0.4 -0.3
C 7.232940 -16.320380 10.912110 0.1 0.4 -0.6
C 4.170040 -3.170070 12.602160 -0.8 0.5 -0.1
C 11.237980 -3.510790 10.437950 0.0 -0.4 -0.8
C 7.695110 -10.872420 19.557740 0.7 2.3 0.7
C 6.495640 -3.182500 19.587350 -0.2 -0.1 -1.4
C 13.639880 -6.784680 13.650720 0.4 -1.3 -0.8
C 5.715040 -3.877440 10.799330 0.7 0.9 0.0
C 13.042940 -3.741660 15.642110 0.3 -0.5 0.5
C 6.719940 -13.520570 9.304980 1.5 -0.4 0.5
C 10.111080 -11.961430 8.880670 0.7 0.7 -0.6
C 7.108960 -14.883630 11.349990 -0.7 0.7 -0.5
C 9.487980 -16.182010 9.958590 -1.6 -1.0 -0.4
C 12.718870 -10.517880 11.018780 -0.1 0.1 0.1
C 12.483330 -7.946550 15.402580 -0.1 -0.2 -0.1
C 3.684520 -12.809580 7.377030 0.5 0.9 0.1
C 3.289330 -12.504810 14.407150 -0.2 -0.6 1.2
C 13.269240 -1.344500 16.143230 -0.1 1.0 0.6
C 12.783640 -1.637990 11.030360 3.3 0.1 0.4
C 5.537800 -5.169090 18.599760 0.2 1.3 -1.1
C 8.250520 -2.170870 17.189460 0.1 1.0 -0.1
C 3.183140 -9.359360 16.541510 -1.1 -1.4 -0.9
C 6.528570 -2.548250 12.754320 -0.7 0.0 -0.8
H 8.037750 -4.338180 15.053950 -0.4 0.0 -0.2
H 9.144790 -9.204710 13.397420 0.4 0.3 0.1
H 4.620930 -4.662600 18.298250 -0.4 0.3 0.3
H 9.682670 -1.456420 10.322330 -0.3 -0.3 0.2
H 12.168030 -9.838890 11.669650 -0.1 0.0 0.2
H 6.689250 -11.161030 17.286300 -0.1 0.5 0.5
H 9.418250 -4.022840 14.031790 0.2 -0.1 -0.2
H 2.113430 -10.168350 14.892310 -0.3 -0.1 -0.2
H 4.194780 -8.897950 13.955200 0.0 -0.1 -0.3
H 5.637800 -3.255840 9.907280 -0.1 0.8 0.3
H 9.658430 -11.092030 17.846420 0.3 -0.5 -0.3
H 9.742000 -9.396080 10.086990 0.1 0.0 0.4
H 9.765970 -5.646070 8.721850 -0.1 -0.1 0.3
H 8.217970 -6.059570 18.713280 -0.7 0.4 0.0
H 4.033460 -9.611910 17.174970 0.2 0.0 0.0
H 10.480740 -8.558380 14.959200 0.3 0.1 -0.6
H 2.791780 -12.256220 19.034080 -0.1 0.1 0.1
H 10.529440 -11.705500 10.922590 -0.1 0.0 0.3
H 6.025340 -6.065250 16.567880 0.5 0.7 0.0
H 11.831540 -1.213120 14.003850 0.1 0.2 0.3
H 8.112800 -5.440240 12.097900 0.6 0.5 -0.1
H 9.936500 -1.685290 12.065720 -0.2 -0.1 0.2
H 11.733820 -2.925660 13.772120 -0.7 -0.2 -0.1
H 4.980560 -4.641820 10.545650 0.0 -0.2 1.1
H 7.103960 -14.314460 8.664370 -0.2 0.2 -0.5
H 8.581490 -1.414870 16.477400 -0.2 0.1 -0.2
H 10.753940 -10.720390 13.674950 -0.3 0.0 -0.2
H 6.795500 -5.700250 13.092560 -0.2 -0.3 1.1
H 11.648000 -12.790670 10.091810 0.3 0.0 0.0
H 4.744260 -6.783890 17.409870 -0.2 0.1 0.3
H 5.102670 -12.889670 13.418650 1.0 0.3 0.6
H 2.853010 -12.244340 13.442840 -0.1 0.9 0.0
H 8.251310 -6.877650 17.140020 0.2 0.0 -0.2
H 2.045070 -11.286770 16.307150 -0.9 0.6 0.5
H 4.045830 -2.655790 13.555150 0.4 -0.1 0.0
H 7.060950 -14.071350 14.656370 -0.4 0.8 -0.1
H 5.232400 -12.066410 9.489430 -0.7 -0.1 0.2
H 3.768790 -4.178730 12.700600 0.2 -0.1 0.0
H 6.473840 -3.661300 20.566310 -0.1 0.1 0.3
H 2.318820 -9.062410 17.135550 0.2 -0.1 0.4
H 8.624940 -2.784100 19.595900 -0.1 -0.9 0.6
H 6.162140 -11.857370 8.079730 0.3 -0.1 -0.5
H 8.367250 -8.586740 14.890330 0.0 -0.3 0.2
H 7.157050 -10.247600 11.576910 0.3 0.2 0.3
H 7.038520 -7.454360 11.559800 -0.2 0.7 -0.4
H 12.056890 -4.205960 10.252940 0.5 0.4 0.7
H 11.400080 -10.755430 17.944740 -0.2 0.9 0.2
H 10.701630 -0.297180 11.149490 0.0 -0.1 0.4
H 6.269840 -16.649130 10.521660 -0.3 0.1 0.4
H 3.265600 -12.170600 8.154400 -0.5 0.4 -0.2
H 13.638270 -2.316090 10.882080 -0.5 -0.4 -0.3
H 13.719060 -10.099700 10.905430 -0.1 0.3 -0.9
H 10.345450 -9.311920 8.511390 -0.1 -0.4 -0.6
H 12.352350 -4.431430 15.132690 0.0 0.0 -0.2
H 15.100590 -6.424890 12.103800 -0.1 0.1 -0.4
H 8.753940 -9.631670 21.015240 -0.1 0.2 -0.4
H 10.636530 -11.875110 7.929590 0.2 0.3 -0.2
H 6.878830 -10.766030 20.272210 -0.1 -0.6 0.1
H 6.624980 -14.937640 12.325150 -0.3 0.4 -0.1
H 14.403370 -8.023140 11.874660 -0.5 -0.1 0.1
H 7.497190 -16.941810 11.767740 0.3 -0.2 0.2
H 8.022950 -14.313790 11.517320 0.5 -0.3 -0.1
H 5.558670 -2.671410 19.366030 -0.2 0.4 0.5
H 13.336570 -8.136420 16.053760 0.1 -0.3 0.1
H 5.442890 -5.558010 19.613590 -0.1 -0.3 -0.1
H 9.762330 -12.993880 8.857580 -0.9 0.3 0.2
H 10.467850 -3.898130 11.105000 0.1 -0.1 0.3
H 8.347930 -7.764620 18.712870 0.4 -0.2 -0.4
H 9.700460 -15.114320 10.013280 -0.3 0.1 0.0
H 5.346400 -8.725320 15.223460 0.3 0.4 0.1
H 6.112270 -2.111500 13.675260 0.7 0.1 0.3
H 11.701310 -11.970080 14.479850 -0.2 0.0 0.3
H 10.679390 -2.140680 15.029230 -0.2 0.1 -0.3
H 12.160110 -6.931230 15.632280 -0.3 0.2 0.3
H 14.120000 -1.527650 16.799550 -0.1 -0.5 -0.4
H 12.027720 -7.775380 10.671190 -0.8 -0.6 0.5
H 8.454630 -11.104400 15.091550 0.6 0.0 -0.4
H 10.729980 -3.470910 9.474390 -0.3 0.3 -0.3
H 5.147030 -13.609580 18.449410 0.5 -0.2 0.4
H 8.926520 -6.290830 7.322840 -0.4 0.0 -0.1
H 4.074630 -12.236100 6.536170 -0.6 0.5 -0.3
H 2.925370 -13.508830 7.026570 0.3 -0.2 0.2
H 6.526960 -15.104370 15.947430 -0.1 0.3 0.2
H 10.778580 -8.584460 16.580820 0.6 -0.4 0.5
H 11.213980 -6.250340 10.677360 0.2 0.4 -0.2
H 6.867560 -10.666770 14.609990 -0.5 0.1 0.7
H 8.013390 -8.595960 7.757710 -0.3 -0.5 -0.2
H 12.940220 -11.427740 11.576690 -0.4 -0.4 -0.1
H 3.552660 -2.622350 11.890160 -0.3 -0.1 0.0
H 5.908570 -10.820270 12.674860 0.0 0.0 0.3
H 7.555860 -12.878190 9.581910 0.4 0.3 -0.2
H 14.441460 -6.525190 14.342260 0.4 -0.5 0.1
H 10.274900 -7.167290 7.969790 0.2 0.0 0.2
H 7.576640 -9.959320 18.974380 -0.7 -0.4 -1.5
H 9.904460 -16.683270 10.832310 0.0 0.0 0.1
H 12.488000 -10.589260 13.821290 0.2 0.5 0.3
H 7.136100 -12.799170 17.151080 -0.7 -0.4 -0.2
H 10.765420 -11.926310 18.995500 -0.4 -0.3 0.3
H 9.541610 -4.937740 15.584790 0.4 -0.2 -0.3
H 8.677540 -7.589050 11.667980 0.8 -0.9 0.9
H 3.474170 -13.258940 20.356240 0.7 -0.7 -0.7
H 7.469300 -8.908100 9.442490 -0.2 -0.1 -0.2
H 9.105480 -2.843860 17.254520 0.0 -0.4 0.6
H 6.670400 -11.887360 11.481130 0.2 -0.4 0.5
H 7.693050 -1.644520 20.458920 -0.3 0.6 -0.4
H 12.480730 -0.924830 16.767910 0.0 0.4 0.2
H 6.737910 -4.248990 10.737730 -0.2 -0.3 0.3
H 3.192820 -11.708400 20.724070 -0.1 0.8 -0.5
H 11.383240 -6.967620 12.236560 0.4 -0.5 0.2
H 2.536410 -13.075370 14.950900 -0.3 -0.2 0.0
H 9.202370 -11.308200 20.865760 0.9 -0.1 0.3
H 13.002930 -5.901950 13.707270 -0.3 0.2 -0.5
H 6.151210 -15.515100 14.349350 -0.8 0.1 -0.4
H 4.504440 -12.381670 17.468850 0.3 0.4 -0.4
H 7.385670 -2.698020 16.786680 0.0 -0.1 0.2
H 4.628630 -7.255790 14.384390 0.1 0.0 0.4
H 13.516720 -0.616280 15.370870 0.3 0.3 0.2
H 9.916390 -16.608480 9.051570 0.2 0.2 0.2
H 4.111230 -14.192710 13.356700 -0.6 -0.7 0.3
```
Positions in Å, forces in eV/Å.

Electronic energy: -108402.10847 eV
Lowest unoccupied orbital energy (spin up / spin down): -3.269 / -8.303 eV
Net charge: +1
Gap between HOMO and LUMO (spin up / spin down): 7.024 / 1.989 eV
2S+1: 2
Expectation value of S²: 0.774

Results of the Mulliken charge analysis, in e, for atoms 1 through 5:
1. O 0.521
2. O -0.355
3. O -0.416
4. O -0.329
5. O -0.415